# 1
Entry from the Open Molecules 2025 dataset: 2 unconnected molecules or ions with the total composition C4O3 (ωB97M-V/def2-TZVPD).

Positions of all 7 atoms, in Å:
C: 1.099 -0.196 -1.563
C: 1.389 0.242 -0.369
C: -1.887 -0.547 -0.296
C: 1.482 0.615 0.856
O: -1.973 -1.616 -0.643
O: 1.653 0.982 1.937
O: -1.764 0.520 0.079

Summary:
total charge = 0
energy = -10286.86990 eV
energy relative to the best compared isomer or geometry (same formula, charge and spin) = 35.87 kcal per mole
gap between HOMO and LUMO = 10.47 eV

***

# 2
Entry from the Open Molecules 2025 dataset: C3H6N2O2 in the gas phase (ωB97M-V/def2-TZVPD).

Positions of all 13 atoms, in Å:
C: 1.692 1.116 -0.670
O: -0.920 1.668 -0.202
C: -0.541 0.538 0.026
N: 0.733 0.119 -0.217
N: -1.433 -0.403 0.575
C: -1.380 -1.776 0.600
O: -2.281 -2.463 1.021
H: 1.582 2.058 -0.120
H: 1.553 1.340 -1.730
H: 2.696 0.725 -0.517
H: 1.071 -0.724 0.220
H: -2.329 0.002 0.818
H: -0.444 -2.201 0.196

Summary:
total charge = 0
energy = -10284.24328 eV
structure (SMILES) = CNC(=O)NC=O
energy relative to the best compared isomer or geometry (same formula, charge and spin) = 12.78 kcal per mole
gap between HOMO and LUMO = 11.01 eV

***

# 3
Entry from the Open Molecules 2025 dataset: C3H6N2S2 in the gas phase (ωB97M-V/def2-TZVPD).

Positions of all 13 atoms, in Å:
C: -1.170 0.297 1.148
C: -0.587 -1.216 -0.700
C: 0.804 0.761 -0.241
H: -2.280 0.342 0.861
H: -1.068 -0.343 1.996
H: -0.873 1.301 1.384
H: 0.119 -1.436 -1.553
H: 1.965 -0.814 -0.750
H: 2.628 0.771 -1.000
N: -0.266 -0.133 0.038
N: 1.826 0.204 -0.865
S: -1.945 -2.091 -0.515
S: 0.847 2.357 0.196

Summary:
total charge = 0
energy = -27858.65301 eV
structure (SMILES) = CN(C=S)C(N)=S
energy relative to the best compared isomer or geometry (same formula, charge and spin) = 10.23 kcal per mole
gap between HOMO and LUMO = 8.39 eV

***

| no. | lowest unoccupied orbital energy (eV) |
| --- | --- |
| 1 | -1.1 |
| 2 | 0.6 |
| 3 | -0.3 |